Formula: C42H108N8O13
Source: the Open Molecules 2025 dataset
Level of theory: the ωB97M-V functional and the def2-TZVPD basis

Each atom is followed by the atoms it is bonded to, with distances in Å.
Element x y z (Å)
1 C 2.471 -3.875 -7.946  O2 1.395, H10 1.097, H11 1.097, H12 1.094
2 O 1.442 -3.079 -7.444  C1 1.395, C3 1.415
3 C 1.147 -3.230 -6.068  O2 1.415, C4 1.554, H13 1.089, H14 1.098
4 C 0.163 -2.049 -5.837  C3 1.554, N5 1.447, H15 1.093, H16 1.100
5 N 0.851 -0.786 -5.671  C4 1.447, C6 1.482, H17 1.011
6 C 0.150 0.432 -5.202  N5 1.482, C7 1.533, H18 1.089, H19 1.090
7 C -0.405 1.243 -6.377  C6 1.533, O8 1.399, H20 1.097, H21 1.100
8 O 0.579 1.313 -7.370  C7 1.399, C9 1.405
9 C 0.283 2.072 -8.515  O8 1.405, H22 1.097, H23 1.096, H24 1.084
10 H 2.180 -4.933 -7.959  C1 1.097
11 H 3.439 -3.665 -7.475  C1 1.097
12 H 2.615 -3.608 -8.998  C1 1.094
13 H 2.055 -3.235 -5.467  C3 1.089
14 H 0.572 -4.155 -5.933  C3 1.098
15 H -0.609 -2.236 -5.086  C4 1.093
16 H -0.459 -2.029 -6.744  C4 1.100
17 H 1.346 -0.517 -6.511  N5 1.011
18 H 0.954 0.941 -4.672  C6 1.089
19 H -0.738 0.208 -4.612  C6 1.090
20 H -0.693 2.272 -6.126  C7 1.097
21 H -1.319 0.691 -6.645  C7 1.100
22 H 0.044 3.110 -8.249  C9 1.097
23 H -0.652 1.724 -8.968  C9 1.096
24 H 1.062 2.091 -9.269  C9 1.084
25 C -2.206 4.456 3.293  O26 1.405, H34 1.097, H35 1.087, H36 1.097
26 O -3.587 4.689 3.411  C25 1.405, C27 1.423
27 C -4.268 3.592 4.009  O26 1.423, C28 1.507, H37 1.097, H38 1.095
28 C -5.678 4.034 4.305  C27 1.507, N29 1.498, H39 1.088, H40 1.091
29 N -6.507 4.085 3.058  C28 1.498, C30 1.446, H41 1.016
30 C -7.918 4.161 3.363  N29 1.446, C31 1.531, H42 1.096, H43 1.094
31 C -8.401 5.197 4.380  C30 1.531, O32 1.416, H44 1.095, H45 1.098
32 O -8.311 6.517 3.873  C31 1.416, C33 1.410
33 C -8.437 7.503 4.873  O32 1.410, H46 1.084, H47 1.096, H48 1.101
34 H -1.672 4.649 4.232  C25 1.097
35 H -1.720 5.037 2.513  C25 1.087
36 H -1.902 3.418 3.109  C25 1.097
37 H -3.858 3.184 4.941  C27 1.097
38 H -4.204 2.796 3.260  C27 1.095
39 H -5.727 5.026 4.748  C28 1.088
40 H -6.153 3.228 4.866  C28 1.091
41 H -6.261 4.899 2.501  N29 1.016
42 H -8.248 3.172 3.702  C30 1.096
43 H -8.553 4.356 2.494  C30 1.094
44 H -7.856 5.159 5.329  C31 1.095
45 H -9.473 5.042 4.558  C31 1.098
46 H -8.671 8.500 4.519  C33 1.084
47 H -7.553 7.453 5.518  C33 1.096
48 H -9.257 7.197 5.540  C33 1.101
49 C -1.839 -3.264 -3.687  O50 1.421, H58 1.092, H59 1.087, H60 1.097
50 O -1.048 -3.681 -2.583  C49 1.421, C51 1.405
51 C -0.012 -2.776 -2.295  O50 1.405, C52 1.544, H61 1.096, H62 1.103
52 C 0.837 -3.273 -1.105  C51 1.544, N53 1.455, H63 1.096, H64 1.092
53 N 1.069 -4.703 -1.244  C52 1.455, C54 1.455, H65 1.012
54 C 1.558 -5.274 0.002  N53 1.455, C55 1.529, H66 1.102, H67 1.093
55 C 1.872 -6.758 -0.184  C54 1.529, O56 1.400, H68 1.103, H69 1.095
56 O 0.817 -7.591 -0.577  C55 1.400, C57 1.411
57 C -0.146 -7.783 0.437  O56 1.411, H70 1.093, H71 1.094, H72 1.095
58 H -2.118 -2.216 -3.554  C49 1.092
59 H -2.695 -3.934 -3.722  C49 1.087
60 H -1.235 -3.395 -4.593  C49 1.097
61 H -0.259 -1.716 -2.171  C51 1.096
62 H 0.660 -2.783 -3.170  C51 1.103
63 H 0.325 -2.919 -0.203  C52 1.096
64 H 1.803 -2.782 -1.237  C52 1.092
65 H 0.245 -5.226 -1.514  N53 1.012
66 H 0.858 -5.222 0.852  C54 1.102
67 H 2.450 -4.785 0.405  C54 1.093
68 H 2.247 -7.150 0.777  C55 1.103
69 H 2.590 -6.877 -1.002  C55 1.095
70 H 0.224 -8.363 1.286  C57 1.093
71 H -1.005 -8.353 0.071  C57 1.094
72 H -0.699 -6.915 0.810  C57 1.095
73 C 4.621 -4.056 -3.961  O74 1.394, H82 1.098, H83 1.100, H84 1.088
74 O 4.907 -2.716 -3.699  C73 1.394, C75 1.411
75 C 4.023 -1.755 -4.234  O74 1.411, C76 1.520, H85 1.097, H86 1.091
76 C 4.492 -0.309 -4.253  C75 1.520, N77 1.443, H87 1.095, H88 1.103
77 N 4.530 0.254 -2.925  C76 1.443, C78 1.464, H89 1.015
78 C 5.196 1.557 -2.854  N77 1.464, C79 1.532, H90 1.095, H91 1.101
79 C 5.715 1.755 -1.426  C78 1.532, O80 1.428, H92 1.098, H93 1.091
80 O 6.313 0.542 -0.967  C79 1.428, C81 1.416
81 C 6.577 0.674 0.418  O80 1.416, H94 1.096, H95 1.092, H96 1.092
82 H 4.565 -4.282 -5.033  C73 1.098
83 H 3.654 -4.321 -3.509  C73 1.100
84 H 5.395 -4.674 -3.510  C73 1.088
85 H 3.166 -1.738 -3.548  C75 1.097
86 H 3.655 -1.975 -5.237  C75 1.091
87 H 3.832 0.177 -4.977  C76 1.095
88 H 5.464 -0.213 -4.765  C76 1.103
89 H 5.069 -0.320 -2.285  N77 1.015
90 H 4.451 2.287 -3.187  C78 1.095
91 H 6.043 1.750 -3.532  C78 1.101
92 H 4.846 1.886 -0.769  C79 1.098
93 H 6.319 2.660 -1.347  C79 1.091
94 H 5.665 0.369 0.942  C81 1.096
95 H 6.868 1.684 0.717  C81 1.092
96 H 7.379 0.048 0.814  C81 1.092
97 C -9.184 4.495 -2.097  O98 1.414, H106 1.094, H107 1.091, H108 1.094
98 O -8.705 3.232 -1.675  C97 1.414, C99 1.397
99 C -7.839 3.355 -0.586  O98 1.397, C100 1.525, H109 1.101, H110 1.095
100 C -7.480 1.961 -0.084  C99 1.525, N101 1.449, H111 1.102, H112 1.098
101 N -6.453 2.050 0.934  C100 1.449, C102 1.464, H113 1.030
102 C -6.194 0.829 1.699  N101 1.464, C103 1.533, H114 1.100, H115 1.089
103 C -5.350 -0.155 0.881  C102 1.533, O104 1.421, H116 1.094, H117 1.095
104 O -3.977 -0.233 1.241  C103 1.421, C105 1.415
105 C -3.163 0.844 0.819  O104 1.415, H118 1.091, H119 1.100, H120 1.091
106 H -9.537 4.460 -3.132  C97 1.094
107 H -8.427 5.280 -2.102  C97 1.091
108 H -10.099 4.729 -1.547  C97 1.094
109 H -8.223 3.840 0.325  C99 1.101
110 H -6.892 3.860 -0.804  C99 1.095
111 H -6.921 1.479 -0.902  C100 1.102
112 H -8.306 1.260 0.091  C100 1.098
113 H -6.463 2.862 1.568  N101 1.030
114 H -7.160 0.318 1.828  C102 1.100
115 H -5.727 0.916 2.679  C102 1.089
116 H -5.382 -0.064 -0.208  C103 1.094
117 H -5.709 -1.159 1.128  C103 1.095
118 H -2.293 0.921 1.473  C105 1.091
119 H -3.739 1.732 1.119  C105 1.100
120 H -2.868 0.829 -0.231  C105 1.091
121 C 6.303 0.276 4.561  C122 1.523, H127 1.094, H128 1.091, H129 1.090
122 C 7.012 1.443 3.887  C121 1.523, C123 1.541, N126 1.468, H130 1.094
123 C 6.699 2.852 4.425  C122 1.541, O124 1.402, H131 1.097, H132 1.094
124 O 5.493 3.267 3.841  C123 1.402, C125 1.420
125 C 5.138 4.597 4.187  O124 1.420, H133 1.086, H134 1.094, H135 1.098
126 N 8.461 1.215 3.907  C122 1.468, H136 1.013, H137 1.013
127 H 6.591 0.168 5.611  C121 1.094
128 H 6.590 -0.671 4.100  C121 1.091
129 H 5.228 0.448 4.508  C121 1.090
130 H 6.671 1.383 2.848  C122 1.094
131 H 7.522 3.461 4.029  C123 1.097
132 H 6.687 2.823 5.519  C123 1.094
133 H 4.256 4.780 3.581  C125 1.086
134 H 5.979 5.289 4.085  C125 1.094
135 H 4.878 4.709 5.248  C125 1.098
136 H 8.972 1.706 3.183  N126 1.013
137 H 8.659 0.234 3.751  N126 1.013
138 C 1.499 -6.416 4.633  C139 1.540, H144 1.089, H145 1.087, H146 1.092
139 C 0.866 -5.017 4.532  C138 1.540, C140 1.572, N143 1.474, H147 1.095
140 C 1.790 -3.882 3.958  C139 1.572, O141 1.403, H148 1.096, H149 1.091
141 O 1.603 -2.762 4.782  C140 1.403, C142 1.419
142 C 2.060 -1.586 4.132  O141 1.419, H150 1.095, H151 1.089, H152 1.090
143 N -0.347 -5.171 3.708  C139 1.474, H153 1.022, H154 1.020
144 H 2.583 -6.353 4.708  C138 1.089
145 H 1.145 -7.032 3.809  C138 1.087
146 H 1.123 -6.867 5.554  C138 1.092
147 H 0.545 -4.642 5.509  C139 1.095
148 H 1.313 -3.781 2.976  C140 1.096
149 H 2.836 -4.196 3.951  C140 1.091
150 H 2.958 -1.878 3.579  C142 1.095
151 H 2.401 -0.837 4.845  C142 1.089
152 H 1.307 -1.151 3.474  C142 1.090
153 H -0.844 -4.282 3.626  N143 1.022
154 H -1.022 -5.676 4.282  N143 1.020
155 C 2.525 1.709 2.430  C156 1.528, H161 1.097, H162 1.089, H163 1.088
156 C 1.442 1.641 1.356  C155 1.528, C157 1.536, N160 1.458, H164 1.098
157 C 1.267 0.274 0.679  C156 1.536, O158 1.423, H165 1.097, H166 1.093
158 O 0.462 0.401 -0.488  C157 1.423, C159 1.417
159 C 1.268 0.344 -1.652  O158 1.417, H167 1.089, H168 1.094, H169 1.094
160 N 0.188 2.205 1.841  C156 1.458, H170 1.020, H171 1.019
161 H 2.154 1.103 3.267  C155 1.097
162 H 2.607 2.686 2.904  C155 1.089
163 H 3.484 1.349 2.061  C155 1.088
164 H 1.727 2.331 0.551  C156 1.098
165 H 0.618 -0.317 1.337  C157 1.097
166 H 2.207 -0.281 0.627  C157 1.093
167 H 0.884 0.955 -2.468  C159 1.089
168 H 1.465 -0.636 -2.098  C159 1.094
169 H 2.277 0.740 -1.499  C159 1.094
170 H -0.403 2.219 1.010  N160 1.020
171 H -0.335 1.595 2.467  N160 1.019

Computed properties:
Electronic energy, Ha: -3080.761657
Highest occupied orbital energy, eV: -7.86
HOMO-LUMO gap, eV: 8.46
Structure (SMILES): COC[C@H](C)N.COC[C@H](C)N.COC[C@H](C)N.COCCNCCOC.COCCNCCOC.COCCNCCOC.COCCNCCOC.COCCNCCOC
F_max, eV/Å: 2.74
2S+1: 1
LUMO level, eV: 0.5977
ΔE to the lowest compared entry with this formula, charge and spin, kcal/mol: 101.9